(1)
Density functional theory data (ωB97M-V with the def2-TZVPD basis set) for 7 unconnected molecules or ions with the total composition C40H79N5O10.

XYZ file:
```
134
Properties=species:S:1:pos:R:3
C 15.9458 8.1400 24.4278
N 15.9083 8.1669 25.9277
C 15.1536 9.0532 26.5336
C 14.9731 8.9804 27.9107
C 15.6043 8.0208 28.6565
C 16.3955 7.0868 27.9655
C 16.4992 7.1973 26.6190
C 15.5021 8.0023 30.1500
C 15.2068 9.1792 30.8202
C 15.1433 9.2188 32.2229
N 15.4708 8.1358 32.9271
C 15.6764 6.9433 32.3244
C 15.6799 6.8356 30.9338
C 15.5723 8.2282 34.4039
H 16.9539 7.8313 24.1792
H 15.7811 9.1178 24.0813
H 15.1617 7.5036 24.0313
H 14.6515 9.8349 25.9128
H 14.3665 9.7952 28.2867
H 16.9975 6.4019 28.5214
H 17.1431 6.5841 26.0170
H 14.9722 10.1168 30.3538
H 14.9009 10.1258 32.7866
H 15.8686 6.0273 32.9177
H 15.8390 5.8840 30.4754
H 16.6138 8.3939 34.7370
H 15.2424 7.2828 34.8444
H 14.9640 9.0719 34.7323
C 14.2547 13.9482 19.2025
C 12.8349 13.8409 19.6717
N 12.3704 14.8760 20.8354
C 13.1336 14.4225 22.1053
C 12.8009 16.3155 20.6096
C 12.2196 16.8416 19.2375
C 10.8471 14.7603 21.0450
C 10.3291 13.4353 21.5511
O 10.2429 12.4027 20.5926
C 9.0821 12.5957 19.7667
H 14.2944 14.5041 18.2711
H 14.6016 12.9104 19.0756
H 14.9457 14.3846 19.9243
H 12.5964 12.8780 20.1198
H 12.1039 14.0376 18.8743
H 12.6752 14.9698 22.9384
H 14.1592 14.7662 21.9794
H 13.1176 13.3466 22.2728
H 13.8846 16.4380 20.5938
H 12.3128 16.8672 21.4337
H 12.5589 17.8730 19.1171
H 11.1067 16.8548 19.2384
H 12.5536 16.2588 18.3795
H 10.4348 15.1289 20.0946
H 10.6066 15.4607 21.8185
H 9.3527 13.5583 22.0372
H 11.0641 13.0786 22.2706
H 9.0949 11.8831 18.9495
H 9.0702 13.6333 19.3632
H 8.1578 12.3856 20.3688
C 18.6255 10.2909 26.3952
C 20.0592 10.4235 25.9782
N 20.5741 11.8576 26.0137
C 20.4770 12.4137 27.3853
C 22.0939 11.7107 25.7050
C 22.9832 12.9765 25.6814
C 19.8020 12.7739 24.9887
C 19.7352 12.2902 23.5344
O 20.9995 11.9096 23.0869
C 21.1037 11.6912 21.6613
H 18.2958 9.2440 26.3080
H 18.0316 10.8810 25.7145
H 18.4884 10.6344 27.4157
H 20.3060 10.1363 24.9581
H 20.6935 9.8141 26.6329
H 19.4375 12.6720 27.6103
H 21.0434 13.3146 27.5539
H 20.8136 11.6078 28.0373
H 22.1586 11.2260 24.7237
H 22.4855 11.0430 26.4838
H 23.9719 12.6540 25.3400
H 23.1701 13.4145 26.6643
H 22.6568 13.6933 24.9202
H 20.2868 13.7525 25.0697
H 18.7859 12.8951 25.3752
H 19.2839 13.0461 22.8734
H 18.9798 11.4847 23.5083
H 20.6968 12.5692 21.1523
H 20.5810 10.8040 21.2774
H 22.1761 11.5984 21.4465
C 14.1295 9.8667 12.4556
O 13.4634 10.3953 13.6585
C 12.0933 10.7043 13.5799
C 11.6921 11.3209 14.9289
N 12.4432 10.5942 15.9938
H 12.4903 9.5977 15.8131
H 13.4276 10.8920 16.0594
C 11.9311 10.6871 17.3804
C 13.0748 10.1806 18.3211
O 14.2560 10.4897 17.7534
C 15.4183 10.0580 18.4762
H 14.0789 10.5490 11.6126
H 13.7203 8.8749 12.1931
H 15.1610 9.7217 12.7555
H 11.5082 9.8195 13.3070
H 11.9295 11.4384 12.7917
H 10.6294 11.2345 15.1457
H 12.0101 12.3580 15.0002
H 11.0081 10.0617 17.4703
H 11.6986 11.7028 17.6207
H 12.9601 9.1112 18.5572
H 12.8240 10.6555 19.2973
H 16.2123 9.8525 17.7876
H 15.1657 9.1031 18.9633
H 15.7201 10.7683 19.2672
C 18.1125 13.3681 19.5817
C 17.7492 14.9752 19.6262
O 16.5011 15.2203 19.9535
O 18.6649 15.7519 19.2854
H 17.6266 12.8754 18.7350
H 17.8265 12.8754 20.5101
H 19.1794 13.2195 19.3885
C 18.5379 8.5705 21.4512
C 18.9810 8.8983 19.9322
O 20.2383 9.0402 19.8267
O 18.0111 8.9537 19.1205
H 18.1242 9.5171 21.8687
H 19.3904 8.2722 22.0658
H 17.8392 7.7259 21.4416
C 15.4593 11.5528 22.6486
C 15.3738 11.1332 24.1098
O 14.2865 10.6636 24.5769
O 16.4280 11.2332 24.7918
H 15.1820 12.6021 22.5014
H 14.8124 10.9713 22.0042
H 16.4842 11.4635 22.3096
```

Molecular weight ... 790.1 g/mol
Total energy ... -70665.335 eV
Charge ... +2
Lowest unoccupied orbital energy ... -6.81 eV



(2)
Density functional theory data (ωB97M-V with the def2-TZVPD basis set) for 9 unconnected molecules or ions with the total composition C40H80BFN2O17PS8.

XYZ file:
```
150
Properties=species:S:1:pos:R:3
C 1.7712 -1.9127 1.1210
C 1.5537 -0.8282 0.0806
F 2.2294 -1.2703 -1.1031
C 0.0884 -0.7010 -0.2554
P -0.8280 0.1932 1.2154
B -0.7473 1.9567 0.2950
N -0.1396 3.1157 0.9643
O -1.2241 2.2068 -0.9809
C -2.5911 -0.2514 0.5543
C -2.9477 -1.4626 -0.0147
C -4.2308 -1.6927 -0.4341
N -5.2611 -0.8421 -0.3228
C -4.8889 0.3003 0.2660
C -3.6346 0.6414 0.6847
H 1.7675 -1.5022 2.1225
H 0.9718 -2.6414 1.0758
H 2.6993 -2.4423 0.9198
H 1.9676 0.1211 0.4002
H -0.2498 -1.7138 -0.4669
H 0.0276 -0.1392 -1.1927
H -0.8382 -1.0462 1.9587
H -1.4769 0.9016 2.3635
H 0.4801 0.5393 1.8365
H 0.7523 3.3430 0.5447
H -0.0405 2.9289 1.9565
H -1.1170 3.1486 -1.1527
H -2.2140 -2.2440 -0.1270
H -4.4498 -2.6485 -0.9010
H -5.6878 1.0221 0.4196
H -3.4674 1.6074 1.1378
C -3.9661 -4.1043 5.4091
C -4.5922 -3.3158 4.2450
C -3.5761 -2.2527 3.8051
S -1.9626 -2.9236 4.2086
O -1.3609 -2.1138 5.2374
O -1.2560 -3.2763 3.0092
C -2.5412 -4.4386 4.9707
H -4.5339 -5.0058 5.6410
H -3.9419 -3.4809 6.3059
H -4.7959 -3.9960 3.4151
H -5.5370 -2.8544 4.5292
H -3.6138 -2.0525 2.7360
H -3.6931 -1.3226 4.3572
H -1.8782 -4.7095 5.7891
H -2.5329 -5.2146 4.2059
C -9.9825 1.6314 2.3027
C -9.9007 2.6065 3.4871
C -8.8663 2.0467 4.4736
S -7.7073 1.0882 3.4856
O -7.8219 -0.2967 3.8665
O -6.4371 1.7579 3.4611
C -8.5390 1.3204 1.9188
H -10.5340 2.0560 1.4652
H -10.4913 0.7154 2.6101
H -9.5756 3.5855 3.1294
H -10.8687 2.7390 3.9690
H -8.3187 2.8296 4.9913
H -9.3198 1.3709 5.1958
H -8.4264 0.4212 1.3173
H -8.0671 2.1667 1.4207
C 2.9287 5.1454 3.9749
C 2.0867 6.3506 3.5288
C 0.6127 5.9503 3.6573
S 0.5429 4.7177 4.9645
O 0.1479 3.4667 4.3810
O -0.1343 5.2672 6.1139
C 2.3052 4.6566 5.2769
H 3.9752 5.4072 4.1081
H 2.8734 4.3549 3.2256
H 2.2988 7.2044 4.1774
H 2.3195 6.6502 2.5069
H -0.0262 6.7864 3.9295
H 0.2411 5.4792 2.7474
H 2.5909 3.6403 5.5371
H 2.5191 5.3331 6.1044
C -8.4730 -1.0389 -2.3524
C -8.2446 -2.5484 -2.2331
C -9.5560 -3.1736 -1.7385
S -10.8720 -2.0964 -2.3193
O -11.5213 -1.4973 -1.1785
O -11.6405 -2.7687 -3.3385
C -9.8071 -0.8748 -3.0766
H -7.6626 -0.5501 -2.8885
H -8.5289 -0.5960 -1.3565
H -7.9871 -2.9565 -3.2129
H -7.4216 -2.7730 -1.5569
H -9.7192 -4.1710 -2.1383
H -9.6071 -3.1976 -0.6517
H -10.2527 0.1104 -2.9604
H -9.7207 -1.1262 -4.1333
C 3.2520 0.4383 -3.3011
C 2.5716 1.2437 -4.4158
C 3.4999 2.4130 -4.7720
S 5.1650 1.8519 -4.3934
O 5.6972 2.6650 -3.3257
O 5.9052 1.6849 -5.6291
C 4.7007 0.2559 -3.7448
H 2.7650 -0.5145 -3.1357
H 3.2140 0.9955 -2.3642
H 2.4302 0.6069 -5.2921
H 1.5900 1.6026 -4.1102
H 3.4508 2.6800 -5.8249
H 3.3030 3.2899 -4.1583
H 5.3756 -0.0179 -2.9395
H 4.7826 -0.4630 -4.5574
C 10.4817 -1.0550 -6.1816
C 9.5992 0.1361 -6.5813
C 8.1480 -0.3577 -6.6265
S 8.0494 -1.7155 -5.4579
O 7.7705 -2.9349 -6.1756
O 7.2544 -1.3262 -4.3203
C 9.7805 -1.7098 -4.9965
H 11.4932 -0.7438 -5.9229
H 10.5485 -1.7623 -7.0112
H 9.6938 0.9270 -5.8345
H 9.8980 0.5553 -7.5410
H 7.4378 0.4137 -6.3299
H 7.8858 -0.7494 -7.6077
H 10.1043 -2.7295 -4.8017
H 9.8763 -1.1062 -4.0945
C 8.1893 2.9103 1.6434
C 7.3320 4.0972 1.1824
C 5.8629 3.7073 1.3870
S 5.8414 2.5311 2.7481
O 5.4091 1.2571 2.2472
O 5.2169 3.1338 3.8991
C 7.6151 2.4779 2.9892
H 9.2414 3.1794 1.7276
H 8.1066 2.0931 0.9242
H 7.5694 4.9745 1.7884
H 7.5255 4.3552 0.1424
H 5.2392 4.5581 1.6501
H 5.4524 3.2033 0.5141
H 7.9049 1.4737 3.2883
H 7.8622 3.1908 3.7756
C 3.0152 -4.1480 -2.2807
C 3.3119 -5.6525 -2.2266
C 2.0091 -6.3620 -1.8347
S 0.6698 -5.3143 -2.4264
O -0.0643 -4.8256 -1.2916
O -0.0030 -5.9708 -3.5219
C 1.7122 -4.0051 -3.0587
H 3.8238 -3.5926 -2.7543
H 2.8852 -3.7541 -1.2716
H 3.6359 -5.9969 -3.2115
H 4.1101 -5.8811 -1.5214
H 1.9157 -7.3418 -2.2962
H 1.9018 -6.4483 -0.7552
H 1.2188 -3.0461 -2.9094
H 1.8621 -4.1944 -4.1220
```

Molecular weight ... 1178.4 g/mol
Total energy ... -179927.811 eV
Charge ... -1
Lowest unoccupied orbital energy ... 1.72 eV



(3)
Density functional theory data (ωB97M-V with the def2-TZVPD basis set) for 10 unconnected molecules or ions with the total composition C40H80Cl4N6O14P2.

XYZ file:
```
146
Properties=species:S:1:pos:R:3
Cl -4.8989 0.7703 8.6486
C -3.6769 2.0814 8.6027
C -4.2874 3.3204 9.2011
Cl -4.4250 2.9664 10.9435
H -3.4402 2.2887 7.5591
H -2.8042 1.6783 9.1166
H -5.2815 3.5745 8.8332
H -3.6882 4.2157 9.0352
Cl -0.7771 -2.1288 3.8766
C -1.8383 -2.2998 2.4486
C -1.2006 -3.1436 1.3596
Cl 0.3180 -2.4513 0.6591
H -1.9949 -1.3029 2.0364
H -2.7928 -2.6252 2.8622
H -1.9064 -3.4170 0.5752
H -0.9452 -4.1153 1.7823
O 3.7559 4.1587 -6.9283
P 4.9267 3.1874 -6.9023
N 5.6450 3.0005 -5.3107
C 6.9978 2.3444 -5.1940
C 4.7088 2.8272 -4.2537
N 6.1002 3.6233 -8.0410
C 7.0129 4.7532 -7.7759
C 5.6762 3.6238 -9.4166
N 4.6351 1.5306 -7.3397
C 5.6857 0.5309 -7.4961
C 3.2975 1.0281 -7.1428
H 7.5894 2.5637 -4.3052
H 7.6503 2.8194 -5.9266
H 6.9195 1.2591 -5.2592
H 4.4277 1.7873 -4.0876
H 3.8385 3.4636 -4.4140
H 5.0623 3.1087 -3.2618
H 6.9457 5.1029 -6.7457
H 8.0236 4.4587 -8.0587
H 6.8371 5.6570 -8.3592
H 5.2361 2.6385 -9.5704
H 5.0419 4.4696 -9.6821
H 6.5396 3.5957 -10.0813
H 5.5254 -0.0544 -8.4015
H 6.6364 1.0397 -7.6556
H 5.8757 -0.2072 -6.7168
H 2.4901 1.7601 -7.1241
H 3.3599 0.5695 -6.1559
H 3.1745 0.2012 -7.8422
O -2.8467 6.9716 3.4943
P -2.3630 7.9567 2.4671
N -0.7945 8.5751 2.7825
C -0.2208 9.7643 2.1389
C 0.2076 7.5802 3.2173
N -3.4293 9.2678 2.3551
C -3.3235 10.3653 3.3439
C -4.8792 8.9523 2.0144
N -2.1967 7.3527 0.8860
C -2.8368 6.0214 0.4934
C -1.5806 8.0528 -0.2259
H 0.4519 10.3457 2.7694
H -1.0653 10.3607 1.7935
H 0.3123 9.3823 1.2683
H -0.1727 6.8018 3.8787
H 0.9235 8.0701 3.8773
H 0.6736 7.1719 2.3206
H -3.7329 11.2936 2.9453
H -3.9743 10.1105 4.1804
H -2.2987 10.4823 3.6964
H -5.3979 9.9016 1.8813
H -4.9648 8.2405 1.1934
H -5.2713 8.3381 2.8251
H -3.8544 6.2839 0.2041
H -2.3927 5.5571 -0.3872
H -2.8733 5.3538 1.3542
H -0.5281 8.2873 -0.0668
H -2.0566 9.0330 -0.2002
H -1.7626 7.5758 -1.1889
O 5.9583 -5.8144 -3.0933
C 5.5255 -6.2612 -4.1332
O 6.2663 -6.6757 -5.1029
C 5.5462 -7.1591 -6.2038
C 4.1657 -7.4809 -5.6201
C 4.0724 -6.4590 -4.4815
H 6.0682 -8.0110 -6.6396
H 5.5503 -6.4070 -6.9928
H 4.1673 -8.5064 -5.2506
H 3.4398 -7.3509 -6.4228
H 3.4903 -6.7649 -3.6123
H 3.7771 -5.4688 -4.8284
O -9.9563 -4.9626 5.4009
C -9.0186 -5.5989 5.8467
O -8.7590 -5.4147 7.1334
C -7.5296 -5.9678 7.4944
C -6.9173 -6.6662 6.2490
C -8.0591 -6.5776 5.2379
H -7.7362 -6.6605 8.3102
H -6.8725 -5.1853 7.8740
H -6.5533 -7.6586 6.5149
H -6.0335 -6.1484 5.8765
H -8.5192 -7.5425 5.0248
H -7.7464 -6.2117 4.2599
O 10.2695 -0.7229 3.5073
C 9.0799 -0.4236 3.4428
O 8.2290 -1.2295 4.0571
C 6.8438 -0.9065 3.8777
C 6.8642 0.5325 3.4128
C 8.2730 0.6569 2.7816
H 6.3087 -0.8536 4.8258
H 6.3504 -1.5356 3.1369
H 6.7110 1.2446 4.2238
H 6.0113 0.5946 2.7369
H 8.5205 1.7032 2.9606
H 8.2386 0.4330 1.7154
O -4.5779 -7.2836 -7.7135
C -4.3707 -6.4718 -6.7798
O -4.8557 -6.7172 -5.5450
C -4.4869 -5.7070 -4.5903
C -3.2091 -5.1493 -5.2205
C -3.4691 -5.2581 -6.7126
H -4.3673 -6.0544 -3.5641
H -5.3170 -5.0009 -4.5686
H -2.3357 -5.7316 -4.9268
H -3.0261 -4.1055 -4.9653
H -2.5585 -5.2952 -7.3105
H -4.0586 -4.3998 -7.0349
O 1.6824 -8.9857 4.9414
C 2.6963 -8.8289 4.2681
O 3.8083 -8.3482 4.8381
C 4.9579 -8.2441 3.9576
C 4.5910 -9.0844 2.7401
C 3.0419 -9.2005 2.8354
H 5.9306 -8.5822 4.3150
H 5.1348 -7.2268 3.6086
H 4.9208 -10.1176 2.8492
H 4.9550 -8.6254 1.8209
H 2.6956 -10.2326 2.7809
H 2.4428 -8.6553 2.1060
O -7.9388 -0.2337 0.6244
C -8.4240 0.4640 1.5173
O -7.7227 1.3579 2.2680
C -8.4802 2.0019 3.2608
C -9.7253 1.1269 3.2889
C -9.8751 0.5053 1.9546
H -8.7289 3.0050 2.9144
H -8.0075 2.1404 4.2331
H -10.6525 1.6138 3.5910
H -9.5609 0.3638 4.0497
H -10.4586 1.1664 1.3139
H -10.4036 -0.4478 1.9322
```

Molecular weight ... 1072.9 g/mol
Total energy ... -149050.492 eV
Lowest unoccupied orbital energy ... -0.01 eV
SMILES ... CN(C)P(=O)(N(C)C)N(C)C.CN(C)P(=O)(N(C)C)N(C)C.O=C1CCCO1.O=C1CCCO1.O=C1CCCO1.O=C1CCCO1.O=C1CCCO1.O=C1CCCO1.ClCCCl.ClCCCl